No. 1
The following is a quantum chemistry calculation of a molecular structure, C29H61AlCl2F4N3O2 in a non-equilibrium geometry, from OMol25.

Geometry as XYZ:
```
102
Properties=species:S:1:pos:R:3:lowdin_charge:R:1
C 9.58110 -2.80136 2.17283 -0.131
C 9.45998 -1.59229 1.12464 -0.252
C 8.04517 -1.57878 0.39931 -0.226
C 8.04045 -0.57547 -0.84812 -0.219
C 7.34686 0.77393 -0.36157 -0.219
C 5.74353 0.53330 -0.44192 -0.272
C 5.10772 1.19935 0.85188 -0.216
Al 3.05326 0.99233 0.96623 0.333
O 2.74929 -0.38294 2.16673 -0.220
C 1.51409 -1.05585 1.94017 -0.303
C 1.65980 -2.64131 1.84496 -0.201
N 0.39300 -3.14056 1.23400 -0.087
C 0.35643 -4.62513 1.14850 -0.181
C 0.12649 -4.97186 -0.40216 -0.379
C 1.46425 -4.68786 -1.21839 -0.048
O -0.93251 -4.16802 -0.95946 -0.092
C 2.35576 2.82720 1.57003 -0.577
Cl 2.93767 4.30402 0.64074 0.459
C 1.47957 3.07387 2.61785 -0.740
C 0.87064 1.89939 3.46402 -0.132
Cl 1.00557 4.77862 3.01543 0.490
C 2.31748 0.67245 -0.92295 -0.325
F 2.82758 1.73295 -1.73952 -0.045
F 0.90587 0.78288 -1.02669 -0.027
C 2.78335 -0.65929 -1.63626 -0.240
F 1.69001 -1.25644 -2.31967 -0.011
F 3.27210 -1.63349 -0.77100 0.017
H 10.58546 -3.31722 2.10418 0.061
H 8.76589 -3.54581 1.94754 0.064
H 9.47947 -2.44537 3.23962 0.064
H 10.22265 -1.78925 0.31540 0.094
H 9.69990 -0.61496 1.62539 0.105
H 7.71255 -2.59653 0.04820 0.106
H 7.25672 -1.19120 1.12096 0.112
H 9.06145 -0.39134 -1.28375 0.095
H 7.34841 -1.03060 -1.62282 0.099
H 7.55853 0.91542 0.74527 0.092
H 7.67455 1.69751 -0.91271 0.100
H 5.41886 1.03011 -1.40182 0.104
H 5.61339 -0.58339 -0.43276 0.084
H 5.59665 0.88339 1.81786 0.056
H 5.30026 2.32061 0.75785 0.051
H 0.87131 -0.87290 2.86618 0.105
H 0.95462 -0.73525 1.01371 0.104
H 1.73478 -3.09521 2.89219 0.117
H 2.58218 -2.97681 1.29887 0.105
H -0.37032 -2.79614 1.82750 0.105
H -0.58934 -4.96221 1.67873 0.115
H 1.27358 -5.11855 1.57315 0.118
H -0.17717 -6.05604 -0.49667 0.131
H 2.24398 -4.15347 -0.61024 0.061
H 1.23451 -4.09860 -2.14962 0.078
H 1.87891 -5.68333 -1.55091 0.072
H -0.56619 -3.33689 -1.30037 0.074
H 0.23466 1.25343 2.80468 0.069
H 1.63935 1.34861 4.06581 0.085
H 0.16021 2.38012 4.21107 0.065
H 3.56317 -0.47618 -2.42059 0.158
C -7.43469 -2.17458 -0.66637 -0.096
C -6.02131 -1.63525 -0.85184 -0.273
N -5.34075 -1.34673 0.40161 -0.192
C -4.12333 -0.55863 0.23301 -0.242
C -2.97373 -1.19617 -0.54502 -0.076
C -5.24476 -2.44974 1.34839 -0.250
C -4.56092 -3.73529 0.87859 -0.081
H -8.03269 -1.50677 -0.04161 0.077
H -7.92905 -2.25799 -1.63745 0.069
H -7.43571 -3.16884 -0.21437 0.062
H -6.10607 -0.70564 -1.42473 0.106
H -5.45168 -2.33714 -1.47474 0.100
H -3.75559 -0.24752 1.21554 0.113
H -4.39702 0.37534 -0.27236 0.093
H -2.46524 -1.96292 0.03991 0.044
H -2.22682 -0.43305 -0.78265 0.076
H -3.30100 -1.63447 -1.48976 0.071
H -6.25840 -2.70729 1.67595 0.097
H -4.75000 -2.10086 2.26122 0.114
H -4.89789 -4.05155 -0.11057 0.069
H -4.79355 -4.54747 1.57404 0.070
H -3.47586 -3.63548 0.85986 0.048
C -3.62222 6.29204 -0.17025 -0.091
C -3.98199 4.92178 -0.73129 -0.267
N -5.40111 4.76761 -1.02591 -0.197
C -5.79450 3.38416 -1.27121 -0.250
C -5.19818 2.68730 -2.49435 -0.086
C -5.97914 5.75258 -1.92938 -0.254
C -5.35786 5.89780 -3.31969 -0.089
H -4.23099 6.53201 0.70471 0.078
H -2.57423 6.30151 0.13733 0.076
H -3.75081 7.08341 -0.91231 0.062
H -3.70060 4.18260 0.02545 0.121
H -3.35754 4.72302 -1.61158 0.101
H -6.88602 3.32389 -1.32660 0.110
H -5.52642 2.79798 -0.38479 0.104
H -5.65097 3.04069 -3.42126 0.054
H -5.39701 1.61303 -2.43452 0.054
H -4.11625 2.81305 -2.56087 0.072
H -5.93742 6.73096 -1.43839 0.099
H -7.05104 5.55564 -2.04164 0.112
H -4.26733 5.93732 -3.28874 0.068
H -5.70192 6.82978 -3.77797 0.069
H -5.65785 5.08833 -3.98485 0.052
```

## Properties
* M: 657.7 g/mol
* total charge: -1

No. 2
The following is a quantum chemistry calculation of a single C4H8N2OS molecule in a non-equilibrium geometry, from OMol25.

Geometry as XYZ:
```
16
Properties=species:S:1:pos:R:3:nbo_charge:R:1
N -1.80193 -0.71943 1.24350 -0.836
C -0.92470 0.33961 1.06299 0.788
O -1.24197 1.39040 0.57078 -0.621
N 0.41747 0.05671 1.41149 -0.455
C 1.05338 -1.20864 0.93864 -0.263
C 1.45521 0.13989 0.40610 -0.060
C 1.06982 0.75148 -0.94402 -0.548
S -0.00022 -0.19932 -2.10028 -0.030
H -1.53293 -1.33044 2.00998 0.383
H -2.78437 -0.46653 1.27402 0.399
H 0.49535 -1.93371 0.32980 0.223
H 1.74413 -1.62929 1.65545 0.205
H 2.40075 0.54868 0.83248 0.210
H 2.00243 0.97258 -1.49695 0.223
H 0.54735 1.67996 -0.72358 0.269
H 0.83550 -1.27049 -2.21019 0.114
```

## Properties
* M: 132.2 g/mol
* relative energy (zero: lowest compared OMol25 entry of this formula, charge and spin): 73.7 kJ/mol
* SMILES: NC(=O)N1C[C@H]1CS

No. 3
The following is a quantum chemistry calculation of a molecular structure, C3H4S in a non-equilibrium geometry, from OMol25.

Geometry as XYZ:
```
8
Properties=species:S:1:pos:R:3:nbo_charge:R:1
C 1.10097 -0.10856 -0.51613 -0.278
C -0.14047 -0.19330 -0.32750 -0.334
C -0.94252 0.55501 0.58524 -0.315
H 1.44632 -1.31702 -1.12337 0.208
H 1.85153 0.66979 -0.04076 0.251
H -0.91036 -1.00468 -0.78583 0.204
H -1.88057 0.06818 0.27962 0.189
S -0.52489 1.33058 1.92874 0.075
```

## Properties
* M: 72.1 g/mol
* relative energy (zero: lowest compared OMol25 entry of this formula, charge and spin): 239.4 kJ/mol

No. 4
The following is a quantum chemistry calculation of 2 unconnected molecules or ions with the total composition C6H12N2 in a non-equilibrium geometry, from OMol25.

Geometry as XYZ:
```
20
Properties=species:S:1:pos:R:3:nbo_charge:R:1
C 1.77370 -0.38574 -1.89218 -0.635
C 0.41227 0.11750 -1.57689 0.079
C -0.80630 -0.42611 -1.82528 -0.113
N -1.73581 0.56439 -1.64684 -0.530
C -1.03611 1.67482 -1.28856 0.172
N 0.23513 1.45984 -1.25953 -0.457
H 2.24959 -0.85237 -1.02223 0.215
H 2.46331 0.36002 -2.27166 0.234
H 1.72152 -1.22025 -2.60396 0.214
H -1.05890 -1.44401 -2.07326 0.213
H -2.72538 0.39318 -1.55831 0.416
H -1.54272 2.60540 -1.09560 0.192
C -0.30852 0.29357 2.68467 -0.621
C 0.32507 -1.03632 2.33321 -0.616
H -1.28131 0.24385 3.17058 0.201
H 0.30374 0.87384 3.38839 0.204
H -0.45139 0.98431 1.85912 0.213
H 0.80448 -1.00741 1.35820 0.211
H 1.06348 -1.35137 3.07530 0.205
H -0.40584 -1.84718 2.24484 0.202
```

## Properties
* M: 112.2 g/mol
* relative energy (zero: lowest compared OMol25 entry of this formula, charge and spin): 21.7 kJ/mol
* SMILES: Cc1c[nH]cn1.CC

| no. | HOMO energy (eV) |
| --- | --- |
| 1 | -5.5 |
| 2 | -9.1 |
| 3 | -8.8 |
| 4 | -8.7 |